{
  "formula": "C4H7NO2",
  "method": "ωB97M-V with the def2-TZVPD basis set",
  "lumo_energy_ev": 0.8,
  "max_force_ev_per_a": 1.6,
  "charge": 0,
  "smiles": "C#[N+][O-].CC(C)=O",
  "homo_energy_ev": -9.97,
  "e_tot_ha": -361.736644,
  "elements": ["C", "C", "C", "C", "N", "O", "O", "H", "H", "H", "H", "H", "H", "H"],
  "positions_angstrom": [[1.180, 0.766, 1.628], [-0.926, -0.247, -0.005], [-0.402, -1.500, -0.661], [-0.862, 1.007, -0.840], [2.270, 0.530, 1.325], [3.326, 0.287, 0.855], [-1.429, -0.267, 1.092], [0.335, 0.962, 2.215], [-1.254, -2.129, -0.919], [0.208, -2.054, 0.047], [0.163, -1.290, -1.563], [0.071, 1.078, -1.391], [-1.002, 1.888, -0.216], [-1.676, 0.967, -1.566]]
}

---

{
  "formula": "C4H4Cl2FN2OS",
  "method": "ωB97M-V with the def2-TZVPD basis set",
  "lumo_energy_ev": [-3.7, -8.3],
  "max_force_ev_per_a": 4.0,
  "multiplicity": 3,
  "charge": 1,
  "homo_energy_ev": [-12.16, -14.47],
  "e_tot_ha": -1757.572208,
  "elements": ["C", "C", "C", "C", "N", "N", "O", "F", "S", "Cl", "Cl", "H", "H", "H", "H"],
  "positions_angstrom": [[-0.196, -1.092, -0.675], [1.280, 0.409, -1.280], [0.928, -1.123, 0.219], [-1.478, 1.312, 0.629], [0.199, -0.137, -1.612], [1.761, -0.101, -0.121], [-1.739, -1.345, 1.550], [-0.110, 1.555, 0.735], [-1.961, -0.535, 0.369], [2.155, 1.598, -2.057], [0.960, -2.040, 1.640], [-0.652, -1.986, -1.175], [-1.943, 1.627, -0.285], [-1.863, 1.727, 1.625], [2.659, 0.132, 0.439]]
}

---

{
  "formula": "CH4N3P",
  "method": "ωB97M-V with the def2-TZVPD basis set",
  "lumo_energy_ev": 0.1,
  "max_force_ev_per_a": 3.3,
  "charge": 0,
  "homo_energy_ev": -9.59,
  "e_tot_ha": -545.987363,
  "elements": ["C", "N", "N", "N", "P", "H", "H", "H", "H"],
  "positions_angstrom": [[2.240, -0.315, 0.331], [-1.463, -0.231, 1.097], [-2.086, -0.234, 0.145], [-3.018, -0.288, -0.628], [1.647, 0.660, -0.875], [1.743, -0.328, 1.258], [2.954, -1.094, 0.162], [-3.007, 0.279, -1.549], [0.989, 1.551, 0.060]]
}

---

{
  "formula": "H16O8",
  "method": "ωB97M-V with the def2-TZVPD basis set",
  "lumo_energy_ev": 0.4,
  "max_force_ev_per_a": 2.8,
  "charge": 0,
  "smiles": "O.O.O.O.O.O.O.O",
  "homo_energy_ev": -11.10,
  "e_tot_ha": -611.550397,
  "elements": ["H", "H", "H", "H", "H", "H", "H", "H", "H", "H", "H", "H", "H", "H", "H", "H", "O", "O", "O", "O", "O", "O", "O", "O"],
  "positions_angstrom": [[0.216, 1.365, 2.005], [1.491, 1.203, 1.216], [-1.600, 0.745, 0.659], [-1.630, 2.197, 1.181], [2.757, 0.789, -0.212], [1.635, -0.178, -0.660], [0.394, -0.408, 1.927], [0.458, -1.852, 2.544], [0.682, -1.788, -1.190], [0.958, -1.856, 0.326], [-1.939, -1.090, -0.810], [-1.543, -1.338, 0.718], [-0.613, -0.097, -2.106], [-1.431, -1.137, -2.897], [0.616, 1.532, -1.603], [-0.667, 1.913, -0.808], [1.156, 1.044, 2.123], [-1.088, 1.554, 0.818], [1.854, 0.772, -0.516], [0.076, -1.365, 1.826], [1.421, -1.839, -0.583], [-2.175, -0.834, 0.128], [-0.679, -1.039, -2.352], [-0.350, 1.708, -1.732]]
}